Entry from OMol25: a structure of composition C64H51FGeOP3Ru at a distorted geometry (ωB97M-V/def2-TZVPD).

Summary:
2S+1: 6
<S²>: 8.80
Lowest unoccupied orbital energy (spin up / spin down): -0.188 / -0.291 hartree
Net charge: +2
Highest occupied orbital energy (spin up / spin down): -12.2623 / -13.4095 eV
Orbital gap (spin up / spin down): 7.1 / 5.5 eV

```
122
Properties=species:S:1:pos:R:3:lowdin_charge:R:1
Ru 0.12 0.41 0.02 0.788
F 0.01 4.62 -1.62 -0.290
Ge 0.35 3.07 -0.75 0.830
C 1.58 2.38 -2.23 -0.262
C 2.34 3.45 -2.72 -0.087
C 3.41 3.24 -3.57 -0.037
C 3.76 1.96 -3.96 -0.050
C 3.01 0.89 -3.51 -0.071
C 1.93 1.10 -2.66 -0.419
P 0.86 -0.27 -2.24 1.028
C -0.33 -0.32 -3.63 -0.349
C -0.49 0.80 -4.44 -0.087
C -1.40 0.78 -5.49 -0.051
C -2.15 -0.36 -5.75 -0.057
C -1.96 -1.49 -4.97 -0.058
C -1.06 -1.47 -3.92 -0.123
C 1.77 -1.82 -2.40 -0.349
C 2.00 -2.39 -3.66 -0.091
C 2.77 -3.53 -3.77 -0.049
C 3.31 -4.12 -2.64 -0.049
C 3.09 -3.56 -1.39 -0.060
C 2.32 -2.41 -1.27 -0.096
C -1.17 3.38 0.58 -0.264
C -1.16 4.71 1.01 -0.083
C -1.96 5.13 2.06 -0.037
C -2.78 4.24 2.73 -0.049
C -2.83 2.92 2.30 -0.089
C -2.04 2.50 1.23 -0.400
P -2.20 0.84 0.57 1.025
C -2.79 -0.24 1.90 -0.354
C -3.90 -1.07 1.75 -0.068
C -4.26 -1.94 2.76 -0.054
C -3.54 -1.98 3.94 -0.057
C -2.43 -1.15 4.11 -0.060
C -2.06 -0.29 3.09 -0.109
C -3.57 0.88 -0.61 -0.356
C -4.76 1.46 -0.18 -0.075
C -5.87 1.50 -1.01 -0.048
C -5.80 0.94 -2.28 -0.050
C -4.61 0.36 -2.71 -0.054
C -3.50 0.34 -1.88 -0.108
C 1.83 3.79 0.36 -0.278
C 2.23 5.13 0.30 -0.088
C 3.30 5.60 1.03 -0.043
C 4.01 4.74 1.87 -0.047
C 3.63 3.42 1.96 -0.068
C 2.55 2.96 1.20 -0.394
P 2.07 1.23 1.40 1.036
C 1.78 1.16 3.19 -0.373
C 0.69 1.92 3.64 -0.108
C 0.41 2.00 4.99 -0.054
C 1.21 1.34 5.91 -0.051
C 2.30 0.61 5.47 -0.052
C 2.59 0.52 4.12 -0.083
C 3.51 0.24 0.91 -0.344
C 4.29 0.76 -0.12 -0.081
C 5.37 0.03 -0.61 -0.047
C 5.68 -1.21 -0.06 -0.050
C 4.90 -1.72 0.97 -0.073
C 3.82 -1.01 1.44 -0.118
H 2.10 4.46 -2.42 0.095
H 3.98 4.09 -3.92 0.119
H 4.61 1.80 -4.62 0.117
H 3.27 -0.12 -3.82 0.105
H 0.11 1.69 -4.27 0.104
H -1.51 1.66 -6.12 0.119
H -2.85 -0.37 -6.57 0.117
H -2.51 -2.39 -5.19 0.116
H -0.89 -2.38 -3.35 0.099
H 1.59 -1.93 -4.55 0.115
H 2.95 -3.97 -4.75 0.117
H 3.91 -5.02 -2.73 0.116
H 3.52 -4.01 -0.50 0.108
H 2.16 -1.98 -0.29 0.063
H -0.51 5.43 0.53 0.095
H -1.92 6.17 2.37 0.119
H -3.39 4.57 3.56 0.117
H -3.48 2.22 2.81 0.111
H -4.48 -1.05 0.83 0.108
H -5.12 -2.58 2.64 0.114
H -3.83 -2.65 4.74 0.114
H -1.87 -1.17 5.03 0.114
H -1.19 0.35 3.23 0.082
H -4.83 1.90 0.81 0.108
H -6.78 1.96 -0.67 0.116
H -6.66 0.96 -2.93 0.115
H -4.54 -0.06 -3.71 0.103
H -2.58 -0.07 -2.26 0.062
H 1.70 5.81 -0.35 0.104
H 3.59 6.64 0.96 0.116
H 4.84 5.11 2.45 0.116
H 4.17 2.75 2.62 0.118
H 0.07 2.46 2.93 0.091
H -0.43 2.59 5.32 0.116
H 0.99 1.41 6.96 0.116
H 2.95 0.12 6.19 0.116
H 3.48 -0.02 3.81 0.099
H 4.07 1.73 -0.55 0.106
H 5.97 0.44 -1.41 0.116
H 6.53 -1.76 -0.43 0.117
H 5.15 -2.68 1.40 0.116
H 3.22 -1.45 2.23 0.088
O -1.80 2.84 -2.31 -0.072
H -1.79 2.60 -3.24 0.045
H -1.83 3.81 -2.30 0.061
C -2.68 -4.61 -0.59 -0.022
C -2.58 -3.39 -1.25 -0.024
C -1.72 -2.41 -0.79 -0.049
C -0.94 -2.59 0.35 -0.193
C -0.12 -1.52 0.85 -0.187
C 0.50 -1.79 2.11 -0.108
C 0.43 -3.01 2.76 -0.024
C -0.34 -4.04 2.23 0.057
C -1.06 -3.83 1.04 -0.157
C -1.92 -4.83 0.54 0.025
H -3.35 -5.38 -0.95 0.121
H -3.19 -3.20 -2.13 0.119
H -1.66 -1.46 -1.32 0.042
H 1.04 -1.00 2.61 0.050
H 0.94 -3.15 3.70 0.124
H -0.42 -4.99 2.74 0.134
H -1.98 -5.77 1.07 0.129
```

***

Entry from OMol25: a structure of composition C2H7N3O2 at a distorted geometry (ωB97M-V/def2-TZVPD).

Summary:
Lowest unoccupied orbital energy: 0.024 hartree
Highest occupied orbital energy: -9.3401 eV
ΔE to the lowest compared entry with this formula, charge and spin: 313.40 kJ/mol
Orbital gap: 10.0 eV

```
14
Properties=species:S:1:pos:R:3:lowdin_charge:R:1
C 1.00 0.77 0.67 -0.464
C -0.34 0.51 -0.12 -0.382
N -0.67 1.59 -0.96 0.054
N -0.40 -0.77 -0.81 -0.086
N -0.07 -1.83 0.06 0.000
O 1.48 1.88 0.62 0.083
O 1.66 -0.25 1.22 0.127
H -1.32 0.43 0.91 0.210
H 0.27 1.90 -1.27 0.102
H -1.05 2.31 -0.39 0.065
H -1.26 -0.92 -1.27 0.099
H -0.74 -1.88 0.75 0.056
H 0.07 -2.61 -0.55 0.097
H 1.38 -1.12 1.13 0.041
```

***

Entry from OMol25: the molecule C3H3Cl2NO at a distorted geometry (ωB97M-V/def2-TZVPD).

Summary:
Lowest unoccupied orbital energy (spin up / spin down): -0.097 / -0.097 hartree
Highest occupied orbital energy (spin up / spin down): -9.4796 / -9.4851 eV
ΔE to the lowest compared entry with this formula, charge and spin: 470.11 kJ/mol
Orbital gap (spin up / spin down): 6.8 / 6.8 eV

```
10
Properties=species:S:1:pos:R:3:lowdin_charge:R:1
C 2.19 0.55 0.43 -0.700
C 3.41 -0.08 0.13 -0.835
C 1.68 -0.23 -1.81 -0.100
N 1.43 0.65 -0.63 0.022
O 2.29 0.87 1.69 0.002
Cl 4.26 -1.10 1.18 0.798
Cl 4.45 0.89 -1.12 0.600
H 0.85 -0.91 -1.80 0.083
H 1.98 0.24 -2.72 0.068
H 2.46 -0.87 -1.28 0.061
```

***

Entry from OMol25: a cluster of 2 separate species, C4H12N2O in total at a distorted geometry (ωB97M-V/def2-TZVPD).

Summary:
Lowest unoccupied orbital energy (spin up / spin down): 0.027 / 0.031 hartree
Highest occupied orbital energy (spin up / spin down): -8.1815 / -7.8275 eV
ΔE to the lowest compared entry with this formula, charge and spin: 653.80 kJ/mol
Orbital gap (spin up / spin down): 8.9 / 8.7 eV

```
19
Properties=species:S:1:pos:R:3:lowdin_charge:R:1
C -1.83 0.91 0.22 -0.183
C -2.04 -1.39 0.48 -0.199
C 2.11 -1.04 -0.27 -0.001
C 1.99 1.48 -0.21 -0.042
N -1.34 -0.37 -0.13 -0.119
N 1.62 0.16 0.39 -0.293
O 0.48 0.13 0.98 -0.104
H -1.55 1.71 -0.45 0.059
H -2.97 1.05 0.18 0.098
H -1.32 1.07 1.16 0.066
H -3.08 -1.11 0.55 0.063
H -1.87 -2.38 -0.11 0.097
H -1.52 -1.73 1.45 0.104
H 1.29 -1.38 -0.83 0.082
H 2.93 -0.71 -0.74 0.048
H 2.24 -1.75 0.45 0.068
H 1.64 2.29 0.44 0.078
H 3.09 1.59 -0.36 0.086
H 1.50 1.90 -1.14 0.093
```